Record 1
Density functional theory data (ωB97M-V with the def2-TZVPD basis set) for 6 unconnected molecules or ions with the total composition H12O6.

- HOMO: -10.211 eV
- Charge: 0
- SMILES: O.O.O.O.O.O
- Electronic energy: -458.57969 Ha
- HOMO-LUMO gap: 10.3 eV
- F_max: 0.099 Eh/bohr

Each line ends with the natural charge from an NBO analysis.
Geometry (Å):
O (-32.155, 6.062, 11.070)  -0.93
H (-32.158, 5.864, 11.970)  0.47
H (-32.339, 5.146, 10.623)  0.48
O (-26.830, 7.263, 8.876)  -0.90
H (-27.666, 7.252, 9.227)  0.48
H (-26.743, 8.158, 9.042)  0.46
O (-29.349, 6.114, 10.251)  -1.06
H (-30.256, 6.195, 10.683)  0.52
H (-28.511, 5.950, 10.798)  0.52
O (-25.331, 5.803, 10.380)  -0.98
H (-24.437, 6.228, 10.282)  0.45
H (-25.799, 6.368, 9.717)  0.48
O (-30.125, 4.410, 7.895)  -0.97
H (-31.044, 4.226, 8.286)  0.46
H (-29.540, 4.775, 8.623)  0.50
O (-27.562, 6.741, 12.418)  -0.93
H (-27.816, 7.641, 12.894)  0.47
H (-27.487, 6.303, 13.329)  0.47

Record 2
Density functional theory data (ωB97M-V with the def2-TZVPD basis set) for 6 unconnected molecules or ions with the total composition H12O6.

- HOMO: -10.582 eV
- Charge: 0
- SMILES: O.O.O.O.O.O
- Electronic energy: -458.62769 Ha
- HOMO-LUMO gap: 10.7 eV
- F_max: 0.006 Eh/bohr

Each line ends with the natural charge from an NBO analysis.
Geometry (Å):
O (13.719, -23.517, 25.081)  -0.94
H (14.145, -24.119, 25.700)  0.48
H (12.790, -23.543, 25.330)  0.46
O (17.235, -20.579, 28.460)  -0.95
H (18.010, -20.358, 27.931)  0.49
H (16.817, -19.736, 28.664)  0.48
O (18.089, -23.474, 27.045)  -0.94
H (17.439, -22.823, 27.333)  0.47
H (17.572, -24.128, 26.566)  0.47
O (12.779, -20.747, 26.724)  -0.96
H (12.127, -20.054, 26.871)  0.48
H (12.547, -21.149, 25.881)  0.48
O (16.076, -23.420, 30.401)  -0.95
H (15.336, -22.951, 30.798)  0.46
H (15.959, -23.261, 29.453)  0.49
O (14.992, -22.292, 27.868)  -1.01
H (15.646, -21.579, 27.968)  0.49
H (14.184, -21.827, 27.610)  0.50

Record 3
Density functional theory data (ωB97M-V with the def2-TZVPD basis set) for 6 unconnected molecules or ions with the total composition H12O6.

- HOMO (spin up / spin down): -14.538 / -13.975 eV
- Charge: +1
- 2S+1: 2
- Electronic energy: -458.21566 Ha
- HOMO-LUMO gap (spin up / spin down): 11.3 / 2.5 eV
- Expectation value of S²: 0.76
- F_max: 0.038 Eh/bohr

Each line ends with the natural charge from an NBO analysis.
Geometry (Å):
O (1.997, -11.026, -6.905)  -0.50
H (2.053, -11.043, -5.949)  0.49
H (2.871, -10.763, -7.193)  0.51
O (6.990, -11.192, -9.358)  -0.65
H (7.904, -11.329, -9.107)  0.49
H (6.793, -10.300, -9.070)  0.49
O (6.811, -8.582, -8.867)  -0.98
H (6.914, -8.212, -9.744)  0.51
H (6.978, -7.848, -8.275)  0.51
O (4.173, -9.631, -7.422)  -0.93
H (3.808, -8.919, -6.897)  0.50
H (5.016, -9.295, -7.728)  0.51
O (3.935, -5.997, -5.974)  -0.92
H (3.376, -6.666, -5.579)  0.48
H (3.501, -5.777, -6.798)  0.47
O (2.489, -7.868, -4.762)  -0.96
H (2.973, -8.300, -4.058)  0.49
H (1.569, -8.022, -4.549)  0.50

Record 4
Density functional theory data (ωB97M-V with the def2-TZVPD basis set) for a molecular structure, H12O6Rb.

- HOMO: -14.039 eV
- Charge: +1
- Electronic energy: -482.51350 Ha
- HOMO-LUMO gap: 10.4 eV
- F_max: 0.009 Eh/bohr

Each line ends with the natural charge from an NBO analysis.
Geometry (Å):
Rb (5.312, 16.765, 2.099)  1.00
O (7.857, 19.897, -0.238)  -0.94
H (7.642, 19.618, -1.128)  0.47
H (7.509, 20.787, -0.175)  0.47
O (6.181, 19.193, 6.163)  -0.94
H (5.286, 18.856, 6.132)  0.47
H (6.130, 20.052, 5.745)  0.47
O (5.005, 13.512, 5.515)  -0.95
H (5.231, 12.712, 5.988)  0.48
H (4.151, 13.766, 5.866)  0.47
O (2.353, 17.986, 5.643)  -0.95
H (2.129, 17.062, 5.750)  0.47
H (1.664, 18.456, 6.112)  0.48
O (1.507, 19.122, 0.823)  -0.95
H (1.127, 19.729, 1.459)  0.48
H (1.328, 19.524, -0.027)  0.48
O (6.309, 14.923, -2.032)  -0.95
H (5.839, 14.271, -2.553)  0.48
H (6.365, 15.689, -2.603)  0.47

Record 5
Density functional theory data (ωB97M-V with the def2-TZVPD basis set) for 4 unconnected molecules or ions with the total composition H13N4.

- HOMO: -13.805 eV
- Charge: +1
- Electronic energy: -226.58636 Ha
- HOMO-LUMO gap: 10.6 eV
- F_max: 0.042 Eh/bohr

Each line ends with the natural charge from an NBO analysis.
Geometry (Å):
N (-0.467, -0.082, 0.811)  -0.90
H (0.215, -0.699, 1.256)  0.47
H (-1.098, 0.397, 1.445)  0.44
H (0.138, 0.606, 0.343)  0.46
H (-1.025, -0.545, 0.062)  0.46
N (-2.814, -1.293, -0.782)  -1.13
H (-2.689, -1.978, -1.509)  0.40
H (-3.151, -0.462, -1.261)  0.38
H (-3.399, -1.448, 0.022)  0.39
N (1.216, 0.992, -1.931)  -1.10
H (0.802, 0.145, -1.571)  0.33
H (2.166, 0.717, -2.116)  0.39
H (0.624, 1.423, -2.616)  0.39
N (2.116, 0.409, 1.904)  -1.13
H (2.600, 0.765, 1.082)  0.38
H (2.810, -0.169, 2.364)  0.39
H (1.956, 1.220, 2.499)  0.38

Record 6
Density functional theory data (ωB97M-V with the def2-TZVPD basis set) for 6 unconnected molecules or ions with the total composition H13NO5.

- HOMO (spin up / spin down): 0.856 / -6.889 eV
- Charge: -1
- 2S+1: 2
- Electronic energy: -438.69632 Ha
- HOMO-LUMO gap (spin up / spin down): 2.7 / 10.5 eV
- Expectation value of S²: 0.75
- F_max: 0.070 Eh/bohr

Each line ends with the natural charge from an NBO analysis.
Geometry (Å):
N (-2.201, 0.162, 0.764)  -1.15
H (-2.319, 0.272, -0.248)  0.37
H (-3.009, 0.435, 1.263)  0.35
H (-2.046, -0.833, 0.689)  0.39
H (1.334, -1.413, -0.836)  0.35
H (1.120, -0.248, 0.351)  0.50
O (0.732, -0.862, -0.259)  -1.29
H (2.798, 2.745, -0.253)  0.45
H (4.043, 3.420, -0.631)  0.43
O (3.805, 2.671, -0.141)  -1.02
H (-0.142, 1.460, 1.241)  0.50
H (1.142, 2.041, 2.242)  0.44
O (0.841, 1.515, 1.375)  -1.10
H (-0.484, -2.173, 0.791)  0.49
H (-0.628, -3.588, 0.068)  0.46
O (-1.122, -2.894, 0.601)  -1.02
H (-0.755, -0.824, -1.734)  0.49
H (-1.562, -0.724, -3.082)  0.43
O (-1.546, -1.162, -2.201)  -1.07